102
Properties=species:S:1:pos:R:3:mulliken_charge:R:1 method="wB97M-V/def2-TZVPD" multiplicity=2 homo_energy_ha="-0.38974 / -0.39002" e_lumo_ha="-0.1627 / -0.1553" total_energy_ev=-104857.6538 gap_ha="0.22702 / 0.23474" charge=+1
Mo -0.02 -1.22 -0.81 -0.72
C 5.39 -1.56 -0.32 -2.15
C 3.87 -1.68 -0.37 0.70
C 3.27 -0.34 -0.75 0.18
C 3.26 -2.23 0.91 0.71
C 3.99 -2.26 2.09 -0.72
C 3.45 -2.83 3.24 -1.85
C 2.19 -3.40 3.21 -0.15
C 1.43 -3.41 2.04 1.11
C 0.12 -4.16 1.99 0.68
C -0.84 -3.71 3.10 -1.56
C 0.37 -5.67 2.09 -1.71
C 1.97 -2.78 0.92 -1.18
N 1.23 -2.76 -0.32 2.64
C 1.37 -3.85 -1.14 -0.43
O 1.93 -4.89 -0.88 -0.62
C 0.80 -3.57 -2.50 -0.09
C 0.91 -4.38 -3.62 -0.77
C 0.51 -3.85 -4.85 -0.38
C 0.06 -2.54 -4.94 -0.77
C -0.04 -1.81 -3.77 -0.44
N 0.28 -2.35 -2.60 0.40
C -0.43 -0.35 -3.66 0.00
O -0.67 0.31 -4.65 -0.65
N -0.46 0.07 -2.35 2.46
C -0.97 1.41 -2.16 -0.67
C -0.08 2.50 -2.15 0.77
C -0.62 3.77 -2.02 -0.51
C -1.99 3.97 -1.92 -1.82
C -2.84 2.88 -1.97 -0.75
C -2.35 1.58 -2.11 1.85
C -3.33 0.45 -2.35 0.46
C -3.89 0.55 -3.77 -1.70
C -4.48 0.41 -1.34 -1.49
C 1.41 2.35 -2.39 1.60
C 2.26 3.15 -1.41 -1.68
C 1.74 2.74 -3.83 -1.72
H 5.77 -1.30 -1.31 0.47
H 5.86 -2.50 -0.02 0.46
H 5.71 -0.78 0.36 0.40
H 3.62 -2.40 -1.17 0.25
H 3.30 0.38 0.07 0.16
H 2.21 -0.43 -1.06 -0.29
H 3.78 0.10 -1.61 0.68
H 4.98 -1.85 2.13 0.39
H 4.02 -2.84 4.16 0.41
H 1.80 -3.89 4.10 0.42
H -0.35 -3.96 1.03 -0.06
H -0.47 -4.00 4.08 0.38
H -1.82 -4.17 2.96 0.46
H -0.97 -2.62 3.10 0.17
H 0.83 -5.92 3.04 0.35
H 1.04 -6.01 1.29 0.36
H -0.57 -6.21 2.01 0.46
H 1.33 -5.37 -3.51 0.59
H 0.59 -4.46 -5.74 0.47
H -0.20 -2.07 -5.88 0.59
H 0.04 4.63 -2.03 0.42
H -2.39 4.97 -1.83 0.44
H -3.91 3.04 -1.93 0.39
H -2.79 -0.50 -2.27 -0.23
H -4.53 1.44 -3.86 0.33
H -4.51 -0.32 -4.00 0.46
H -3.10 0.63 -4.52 0.37
H -5.14 1.27 -1.45 0.40
H -4.12 0.39 -0.32 0.15
H -5.09 -0.48 -1.51 0.47
H 1.66 1.29 -2.28 -0.84
H 2.08 4.22 -1.52 0.46
H 3.32 2.98 -1.62 0.48
H 2.07 2.88 -0.38 0.21
H 1.57 3.81 -3.98 0.35
H 1.13 2.19 -4.55 0.37
H 2.79 2.54 -4.05 0.46
C -3.45 4.28 1.79 -1.07
C -1.97 4.05 2.02 -0.07
O -1.47 3.00 1.15 0.19
P -1.92 1.48 1.22 -0.33
S -1.82 -1.81 0.08 -0.33
S 0.25 0.79 0.67 0.22
O -1.94 1.25 2.80 -0.10
C -2.70 0.16 3.38 0.13
C -4.15 0.55 3.52 -1.31
H -3.80 5.06 2.46 0.42
H -4.03 3.38 2.00 0.25
H -3.65 4.59 0.77 0.23
H -1.74 3.78 3.05 0.09
H -1.39 4.93 1.75 0.39
H -2.23 -0.03 4.34 0.36
H -2.58 -0.73 2.76 0.01
H -4.25 1.46 4.12 0.33
H -4.70 -0.25 4.02 0.47
H -4.62 0.72 2.55 0.22
Te 1.15 0.03 2.79 0.12
C 1.28 1.95 3.55 0.22
C 2.15 2.94 3.19 -0.37
C 1.96 4.13 3.94 -0.63
C 0.97 4.00 4.88 -0.53
S 0.25 2.46 4.82 -0.11
H 2.89 2.83 2.41 0.48
H 2.54 5.03 3.81 0.44
H 0.64 4.73 5.59 0.45

---

99
Properties=species:S:1:pos:R:3:mulliken_charge:R:1 method="wB97M-V/def2-TZVPD" multiplicity=1 homo_energy_ha=-0.25239 relative_energy_kcal_mol=4.6 e_lumo_ha=-0.0105 total_energy_ev=-146720.1971 gap_ha=0.24185 charge=0
Zn -0.40 -0.11 -0.39 -0.13
C 3.00 -3.82 -0.03 -1.72
C 1.68 -3.11 -0.34 2.45
C 0.67 -3.33 0.79 -1.65
P 1.82 -1.29 -0.65 1.56
C 3.16 -1.08 -1.89 0.41
C 3.46 0.40 -2.07 -1.66
C 2.76 -1.73 -3.21 -1.56
C 2.51 -0.65 0.90 -0.27
C 3.87 -0.78 1.21 0.00
C 4.43 -0.26 2.36 0.38
C 5.89 -0.43 2.68 -1.71
C 3.57 0.43 3.21 -1.39
C 2.22 0.58 2.94 -0.55
C 1.64 0.02 1.78 -0.32
N 0.32 0.18 1.45 0.41
C -0.51 0.97 2.27 -0.85
C -0.84 0.65 3.58 0.29
C -1.67 1.47 4.32 -0.65
C -2.21 2.63 3.77 0.24
C -3.15 3.50 4.57 -1.67
C -1.90 2.94 2.45 -0.08
C -1.06 2.13 1.70 -0.13
P -0.62 2.39 -0.05 1.12
C -1.87 3.58 -0.71 1.30
C -1.68 5.06 -0.39 -1.86
C -2.03 3.36 -2.22 -1.43
C 1.05 3.18 0.06 1.50
C 1.23 4.33 1.05 -1.72
C 1.55 3.56 -1.33 -1.54
H 2.82 -4.89 0.09 0.51
H 3.43 -3.45 0.90 0.31
H 3.74 -3.70 -0.83 0.35
H 1.27 -3.54 -1.26 -1.20
H 1.09 -3.00 1.74 0.35
H 0.43 -4.39 0.87 0.55
H -0.26 -2.78 0.62 0.13
H 4.05 -1.59 -1.51 0.36
H 2.59 0.92 -2.47 0.29
H 4.28 0.53 -2.79 0.53
H 3.75 0.88 -1.14 0.31
H 1.88 -1.24 -3.62 0.30
H 2.55 -2.79 -3.10 0.23
H 3.57 -1.62 -3.94 0.50
H 4.53 -1.29 0.51 0.21
H 6.44 -0.79 1.82 0.36
H 6.04 -1.15 3.50 0.31
H 6.33 0.51 3.00 0.37
H 3.96 0.88 4.12 0.38
H 1.61 1.15 3.63 0.49
H -0.44 -0.26 4.01 0.59
H -1.90 1.21 5.34 0.43
H -2.83 3.57 5.61 0.46
H -4.16 3.10 4.56 0.26
H -3.19 4.51 4.16 0.34
H -2.34 3.82 2.01 0.16
H -2.80 3.24 -0.23 0.01
H -0.85 5.48 -0.98 0.34
H -1.47 5.25 0.66 0.35
H -2.58 5.61 -0.66 0.44
H -1.13 3.67 -2.75 0.30
H -2.87 3.95 -2.60 0.43
H -2.21 2.31 -2.45 0.28
H 1.66 2.34 0.42 -0.34
H 0.90 5.28 0.62 0.35
H 2.28 4.43 1.31 0.44
H 0.68 4.16 1.98 0.32
H 1.00 4.41 -1.73 0.29
H 1.45 2.74 -2.04 0.30
H 2.61 3.85 -1.29 0.42
S -2.12 -0.82 -1.76 -0.35
C -3.37 0.12 -1.03 0.20
N -3.41 0.59 0.18 -0.08
C -4.61 1.25 0.41 -0.91
C -4.98 1.82 1.63 -0.13
C -6.20 2.46 1.73 -0.73
C -7.06 2.54 0.63 -0.42
C -6.72 1.96 -0.58 -0.63
C -5.49 1.31 -0.67 0.99
S -4.79 0.48 -2.02 -0.24
H -4.31 1.74 2.48 0.51
H -6.49 2.91 2.67 0.39
H -8.01 3.05 0.72 0.39
H -7.38 2.01 -1.43 0.39
N 1.72 -7.61 -3.95 -0.34
C 0.48 -7.53 -3.44 -0.08
S -0.48 -8.84 -3.21 -0.34
C 0.04 -6.14 -3.12 0.98
C -0.79 -5.89 -2.03 -0.64
C -1.15 -4.59 -1.75 -0.60
N -0.77 -3.54 -2.48 -0.11
C -0.02 -3.79 -3.55 -0.69
C 0.41 -5.06 -3.91 -0.63
H 2.08 -8.52 -4.18 0.21
H 2.33 -6.81 -3.98 0.20
H -1.12 -6.72 -1.41 0.44
H -1.78 -4.36 -0.90 0.51
H 0.24 -2.93 -4.15 0.57
H 1.00 -5.19 -4.81 0.54

---

101
Properties=species:S:1:pos:R:3:mulliken_charge:R:1 method="wB97M-V/def2-TZVPD" multiplicity=1 homo_energy_ha=-0.26217 relative_energy_kcal_mol=2.4 e_lumo_ha=0.0013 total_energy_ev=-172247.4527 gap_ha=0.26349 charge=0
Pb -1.24 -0.10 0.63 1.09
Cl -3.82 -0.57 7.95 -0.24
C -3.23 -0.07 6.39 0.39
C -2.27 -0.81 5.74 -0.85
C -1.83 -0.42 4.49 0.72
Cl -0.59 -1.39 3.76 -0.14
C -2.32 0.71 3.78 -0.82
O -1.96 1.08 2.57 -0.82
C -3.26 1.46 4.55 0.54
Cl -3.91 2.93 3.89 -0.20
C -3.72 1.08 5.80 -0.81
H -1.85 -1.70 6.20 0.44
H -4.46 1.69 6.31 0.44
C -0.93 0.30 -3.57 -0.48
Si -1.41 1.94 -2.78 0.25
C -0.64 3.24 -3.89 -1.12
C -3.28 2.08 -2.93 -1.10
As -0.46 2.19 -0.65 0.28
Si -1.93 3.83 0.17 0.31
C -1.14 4.52 1.71 -0.86
C -3.71 3.34 0.43 -0.72
C -1.93 5.24 -1.08 -1.13
H -1.41 0.21 -4.56 0.46
H -1.23 -0.56 -2.96 -0.10
H 0.15 0.26 -3.71 0.03
H -1.01 3.16 -4.92 0.35
H 0.45 3.10 -3.90 0.24
H -0.84 4.25 -3.53 0.30
H -3.60 1.83 -3.95 0.42
H -3.62 3.09 -2.70 0.35
H -3.78 1.39 -2.23 0.26
H -1.14 3.77 2.51 0.05
H -1.67 5.41 2.07 0.45
H -0.10 4.79 1.50 0.27
H -3.78 2.46 1.08 0.12
H -4.20 3.10 -0.52 0.28
H -4.27 4.15 0.91 0.37
H -0.90 5.50 -1.36 0.27
H -2.40 6.12 -0.64 0.40
H -2.48 4.98 -1.99 0.25
C 5.59 -0.99 0.16 -1.23
C 4.88 -2.31 0.39 1.44
C 5.60 -3.48 0.17 -0.70
C 5.05 -4.74 0.37 -0.60
C 3.74 -4.85 0.81 -0.69
C 3.00 -3.70 1.03 -0.99
C 3.54 -2.43 0.82 -0.02
Sb 2.15 -0.82 1.21 0.93
C 3.19 0.07 2.86 0.64
C 4.26 -0.61 3.44 -0.55
C 4.93 -0.08 4.54 -0.82
C 4.51 1.14 5.07 -0.72
C 3.43 1.80 4.51 -0.63
C 2.74 1.28 3.42 0.32
C 1.54 2.01 2.87 -0.49
C 2.81 0.47 -0.38 0.81
C 3.41 1.69 -0.11 -0.62
C 3.76 2.56 -1.14 -0.92
C 3.50 2.20 -2.46 -0.80
C 2.91 0.97 -2.73 -0.58
C 2.54 0.10 -1.71 0.92
C 1.90 -1.23 -2.05 -1.80
H 6.67 -1.13 0.24 0.51
H 5.28 -0.24 0.88 0.09
H 5.37 -0.60 -0.84 0.25
H 6.63 -3.40 -0.16 0.40
H 5.65 -5.63 0.20 0.37
H 3.30 -5.83 0.99 0.42
H 1.97 -3.79 1.37 0.38
H 4.58 -1.56 3.04 0.43
H 5.76 -0.61 4.98 0.44
H 5.03 1.57 5.92 0.38
H 3.10 2.74 4.94 0.41
H 1.35 2.93 3.42 0.51
H 0.63 1.40 2.94 -0.09
H 1.66 2.28 1.81 -0.09
H 3.65 1.97 0.91 0.42
H 4.23 3.51 -0.92 0.41
H 3.77 2.86 -3.27 0.43
H 2.73 0.69 -3.77 0.38
H 1.84 -1.37 -3.13 0.51
H 0.88 -1.30 -1.65 0.20
H 2.47 -2.06 -1.63 0.34
N -2.85 -1.15 -1.17 -0.40
C -3.47 -1.94 -1.75 0.30
N -4.16 -2.85 -2.41 0.01
C -4.30 -4.22 -1.89 -0.83
C -3.44 -5.18 -2.71 -0.49
C -3.82 -5.06 -4.20 -0.69
C -3.63 -3.62 -4.68 -0.47
C -4.47 -2.67 -3.84 -0.74
H -5.35 -4.50 -1.97 0.30
H -4.03 -4.24 -0.84 0.46
H -3.59 -6.20 -2.35 0.34
H -2.39 -4.92 -2.58 0.28
H -4.86 -5.37 -4.33 0.32
H -3.20 -5.74 -4.79 0.33
H -3.92 -3.52 -5.73 0.36
H -2.58 -3.34 -4.60 0.26
H -5.53 -2.87 -3.98 0.28
H -4.28 -1.63 -4.11 0.41